Entry 1:
177
Properties=species:S:1:pos:R:3 method="wB97M-V/def2-TZVPD" orbital_gap_ev=8.70 fmax_ev_per_a=4.50 e_tot_ha=-3276.5418 smiles="COC[C@H](C)N.COC[C@H](C)N.COC[C@H](C)N.COC[C@H](C)N.COC[C@H](C)N.COC[C@H](C)N.COC[C@H](C)N.COC[C@H](C)N.COC[C@H](C)N.NC(N)=O.NC(N)=O.NC(N)=O" homo_energy_ev=-8.68
C 1.010 4.793 0.938
O 1.660 5.787 1.782
C 1.056 7.141 1.725
C 1.653 7.915 2.957
C 1.337 7.288 4.249
N 1.001 9.218 3.009
H 0.052 4.582 1.415
H 1.615 3.893 1.041
H 0.841 5.141 -0.081
H 1.253 7.722 0.823
H -0.034 7.117 1.748
H 2.719 8.140 2.967
H 0.294 6.975 4.273
H 1.496 7.899 5.137
H 1.990 6.417 4.306
H 0.045 9.045 3.284
H 1.474 9.797 3.689
C 2.704 -2.619 3.001
O 3.807 -3.147 2.276
C 4.519 -2.092 1.572
C 5.888 -2.629 1.032
C 5.828 -3.825 0.026
N 6.655 -3.164 2.153
H 2.092 -2.048 2.303
H 2.960 -1.964 3.833
H 2.180 -3.479 3.418
H 3.922 -1.670 0.764
H 4.840 -1.287 2.232
H 6.514 -1.892 0.531
H 5.282 -4.675 0.435
H 6.806 -4.199 -0.277
H 5.187 -3.536 -0.806
H 6.795 -2.504 2.904
H 5.897 -3.665 2.593
C -0.362 0.212 -3.941
O -0.577 1.548 -4.313
C 0.607 2.259 -4.127
C 0.628 3.658 -4.737
C 2.013 4.282 -4.754
N -0.260 4.540 -4.043
H 0.007 0.029 -2.932
H 0.354 -0.377 -4.513
H -1.310 -0.315 -4.054
H 0.904 2.260 -3.078
H 1.444 1.770 -4.624
H 0.300 3.694 -5.775
H 2.671 3.902 -5.536
H 2.537 4.196 -3.803
H 1.827 5.320 -5.031
H -1.169 4.143 -3.853
H -0.400 5.419 -4.522
C -5.006 -0.034 -0.167
O -4.516 0.810 -1.187
C -4.228 0.252 -2.491
C -4.189 1.553 -3.345
C -4.070 1.087 -4.819
N -3.024 2.462 -3.052
H -4.670 0.348 0.797
H -4.474 -0.979 -0.277
H -6.082 -0.207 -0.186
H -3.296 -0.312 -2.528
H -4.981 -0.421 -2.901
H -5.108 2.125 -3.216
H -4.569 0.131 -4.979
H -3.061 1.065 -5.229
H -4.581 1.818 -5.446
H -2.119 2.105 -3.323
H -2.950 2.468 -2.045
C 0.581 -4.867 0.309
O 1.545 -5.900 0.278
C 2.398 -5.877 -0.856
C 3.423 -7.073 -0.831
C 4.561 -6.903 -1.841
N 2.948 -8.399 -1.305
H -0.012 -4.924 1.222
H -0.106 -4.879 -0.537
H 0.889 -3.834 0.145
H 1.795 -5.952 -1.761
H 2.810 -4.873 -0.961
H 3.721 -7.199 0.210
H 5.131 -6.001 -1.618
H 4.174 -6.636 -2.825
H 5.248 -7.743 -1.946
H 2.103 -8.662 -0.817
H 2.708 -8.250 -2.275
C 0.585 -3.679 -3.468
O -0.594 -3.188 -4.119
C -0.388 -3.166 -5.553
C -1.792 -3.202 -6.245
C -1.641 -3.249 -7.790
N -2.569 -2.054 -5.890
H 1.548 -3.210 -3.669
H 0.657 -4.766 -3.509
H 0.469 -3.388 -2.424
H 0.044 -2.190 -5.776
H 0.274 -3.920 -5.979
H -2.420 -4.049 -5.970
H -2.635 -3.419 -8.203
H -0.922 -3.948 -8.218
H -1.265 -2.296 -8.161
H -2.333 -1.961 -4.912
H -3.560 -2.242 -5.836
C -4.904 -0.289 5.674
O -3.817 -0.960 5.182
C -4.004 -2.074 4.271
C -2.718 -2.523 3.502
C -2.138 -1.498 2.577
N -3.134 -3.635 2.614
H -4.559 0.257 6.552
H -5.827 -0.831 5.882
H -5.167 0.296 4.793
H -4.478 -2.930 4.751
H -4.698 -1.746 3.497
H -1.956 -2.754 4.245
H -1.132 -1.780 2.269
H -1.902 -0.604 3.154
H -2.845 -1.314 1.769
H -3.522 -4.346 3.218
H -2.326 -3.975 2.114
C -1.554 3.419 4.426
O -2.318 3.900 3.361
C -2.304 2.982 2.287
C -3.301 3.604 1.298
C -4.774 3.701 1.809
N -3.161 2.861 0.032
H -2.060 2.596 4.930
H -1.447 4.200 5.179
H -0.547 3.173 4.088
H -1.302 3.030 1.861
H -2.613 1.957 2.491
H -2.829 4.586 1.246
H -5.234 4.416 1.127
H -4.751 4.165 2.795
H -5.351 2.797 2.009
H -3.740 3.467 -0.531
H -3.656 2.001 0.215
C 0.858 0.728 2.973
O 1.250 1.341 4.214
C 2.589 1.406 4.470
C 2.833 2.128 5.833
C 2.326 1.550 7.162
N 2.472 3.533 5.870
H 0.907 -0.359 3.030
H 1.599 1.016 2.228
H -0.174 0.898 2.665
H 3.060 0.429 4.578
H 3.140 1.954 3.707
H 3.922 2.087 5.835
H 2.702 2.142 7.997
H 2.720 0.536 7.222
H 1.241 1.495 7.245
H 2.878 4.079 5.124
H 1.536 3.353 5.536
N 4.788 0.226 -2.958
C 3.753 0.093 -2.194
N 3.084 1.191 -2.084
O 3.357 -0.908 -1.672
H 4.963 1.188 -3.212
H 5.299 -0.627 -3.139
H 2.148 1.195 -1.705
H 3.465 2.051 -2.451
N -3.617 -3.521 -0.378
C -2.496 -3.117 -0.935
N -2.481 -3.470 -2.182
O -1.672 -2.437 -0.335
H -4.296 -3.932 -1.003
H -3.697 -3.467 0.627
H -1.695 -3.190 -2.751
H -3.147 -4.143 -2.535
N -1.081 0.289 -0.466
C 0.239 0.379 -0.442
N 0.695 -0.884 -0.374
O 0.882 1.403 -0.373
H -1.488 -0.635 -0.495
H -1.564 1.153 -0.266
H 1.681 -1.030 -0.537
H 0.092 -1.661 -0.603



Entry 2:
71
Properties=species:S:1:pos:R:3 method="wB97M-V/def2-TZVPD" orbital_gap_ev=7.30 fmax_ev_per_a=1.33 e_tot_ha=-2042.6281 smiles="CCCCCCCCCc1nc2sc3c(c2c(=O)n1NC(=O)c1ccc([N+](=O)[O-])cc1)CC(C)(C)OC3" homo_energy_ev=-8.38
C -5.319 -2.308 -3.161
C -5.278 -2.190 -1.642
C -4.357 -3.212 -0.977
C -2.886 -3.038 -1.352
C -1.979 -3.866 -0.445
C -0.508 -3.736 -0.831
C 0.431 -4.464 0.131
C 0.516 -3.863 1.535
C 1.125 -2.458 1.551
C 0.137 -1.395 1.200
N -1.097 -1.523 1.564
C -1.967 -0.578 1.179
S -3.651 -0.631 1.574
C -3.921 0.832 0.664
C -2.793 1.325 0.091
C -1.654 0.520 0.380
C -0.298 0.700 -0.021
O 0.191 1.566 -0.730
N 0.559 -0.304 0.491
N 1.899 -0.096 0.166
C 2.808 0.161 1.173
O 2.572 -0.041 2.341
C 4.128 0.640 0.675
C 4.912 1.379 1.560
C 6.148 1.853 1.169
C 6.599 1.572 -0.115
N 7.895 2.061 -0.535
O 8.526 2.724 0.258
O 8.264 1.776 -1.652
C 5.837 0.822 -1.002
C 4.598 0.357 -0.607
C -2.819 2.582 -0.712
C -4.258 2.878 -1.174
C -4.640 1.947 -2.331
C -4.383 4.336 -1.613
O -5.160 2.749 -0.071
C -5.259 1.468 0.499
H -6.044 -1.611 -3.575
H -5.606 -3.316 -3.455
H -4.348 -2.085 -3.595
H -6.288 -2.323 -1.247
H -4.947 -1.186 -1.365
H -4.454 -3.108 0.106
H -4.681 -4.220 -1.243
H -2.613 -1.983 -1.262
H -2.729 -3.333 -2.391
H -2.117 -3.529 0.582
H -2.273 -4.917 -0.498
H -0.367 -4.149 -1.834
H -0.239 -2.679 -0.880
H 1.435 -4.480 -0.303
H 0.099 -5.501 0.221
H -0.469 -3.823 1.994
H 1.146 -4.514 2.143
H 1.501 -2.235 2.553
H 1.973 -2.411 0.864
H 1.929 0.513 -0.657
H 4.533 1.569 2.553
H 6.769 2.431 1.835
H 6.228 0.615 -1.987
H 4.012 -0.242 -1.286
H -2.458 3.405 -0.088
H -2.145 2.497 -1.565
H -4.098 2.238 -3.227
H -5.707 2.021 -2.529
H -4.395 0.912 -2.104
H -5.377 4.519 -2.011
H -3.643 4.565 -2.375
H -4.231 4.988 -0.758
H -5.913 0.815 -0.105
H -5.745 1.615 1.470



Values of ΔE to the lowest compared entry with this formula, charge and spin, in order: 130.3 94.6, all in kcal/mol.